Record 1
Here is the molecule C3H9NOS at a distorted geometry from the OMol25 dataset. Energies are from ωB97M-V/def2-TZVPD.

```
! wB97M-V def2-TZVPD RIJCOSX def2/J DEFGRID3
* xyz 0 1
C -1.871 -0.558 0.826
C -1.000 -0.029 -0.332
S 0.796 -0.208 0.077
C 1.488 1.233 -0.537
N 1.559 -1.230 -0.746
O 0.769 -0.266 1.546
H -2.069 0.270 1.537
H -2.768 -0.972 0.498
H -1.221 -1.213 1.526
H -1.353 1.097 -0.593
H -1.206 -0.538 -1.279
H 2.277 1.695 0.134
H 2.260 0.921 -1.355
H 0.793 1.957 -0.786
H 1.546 -2.159 -0.517
*
```

Properties
gap between HOMO and LUMO	10.491	eV
E_HOMO	-9.632	eV
E_LUMO	0.86	eV
energy relative to the best compared isomer or geometry (same formula, charge and spin)	74.3	kcal per mole
SMILES string	CC[S@](C)(=N)=O

=====

Record 2
Here is the molecule C3H9NOS at a distorted geometry from the OMol25 dataset. Energies are from ωB97M-V/def2-TZVPD.

```
! wB97M-V def2-TZVPD RIJCOSX def2/J DEFGRID3
* xyz 0 1
O 2.195 0.898 0.645
C 1.296 0.091 1.433
N 0.330 -0.651 0.650
C -0.260 0.164 -0.439
C -1.482 -0.550 -0.970
S -2.492 0.375 -2.093
H 3.013 0.432 0.506
H 0.840 0.769 2.150
H 1.924 -0.604 1.997
H 0.799 -1.479 0.311
H 0.490 0.223 -1.237
H -0.388 1.195 -0.125
H -2.068 -0.748 -0.066
H -1.228 -1.495 -1.431
H -2.968 1.379 -1.333
*
```

Properties
gap between HOMO and LUMO	9.731	eV
E_HOMO	-8.964	eV
E_LUMO	0.77	eV
energy relative to the best compared isomer or geometry (same formula, charge and spin)	25.5	kcal per mole
SMILES string	OCNCCS

=====

Record 3
Here is the ion C3H9NOS with charge +1 at a distorted geometry from the OMol25 dataset. Energies are from ωB97M-V/def2-TZVPD.

```
! wB97M-V def2-TZVPD RIJCOSX def2/J DEFGRID3
* xyz 1 2
C 0.102 -0.104 1.204
C -1.108 0.922 1.018
S -2.062 0.759 -0.495
N 0.967 -0.050 0.081
C 0.620 -0.950 -1.028
O 1.207 -0.499 -2.205
H -0.487 -1.042 1.230
H 0.580 -0.079 2.178
H -1.783 0.855 1.865
H -0.591 1.871 0.859
H -1.852 1.950 -1.103
H 1.910 -0.332 0.352
H -0.469 -0.900 -1.192
H 0.810 -1.993 -0.731
H 2.156 -0.407 -2.035
*
```

Properties
gap between HOMO and LUMO (alpha / beta)	11.746 / 5.468	eV
E_HOMO (alpha / beta)	-14.918 / -14.087	eV
expectation value of S²	0.755
E_LUMO (alpha / beta)	-3.17 / -8.62	eV
energy relative to the best compared isomer or geometry (same formula, charge and spin)	26.5	kcal per mole

=====

Record 4
Here is the ion C3H9NOS2 with charge -1 at a distorted geometry from the OMol25 dataset. Energies are from ωB97M-V/def2-TZVPD.

```
! wB97M-V def2-TZVPD RIJCOSX def2/J DEFGRID3
* xyz -1 2
N 1.316 -0.838 0.981
C 0.319 -0.326 -0.006
C -0.676 -1.443 -0.223
O 0.041 -2.628 -0.623
C -0.267 1.006 0.485
S -1.716 1.564 -0.254
S -0.885 2.752 -2.005
H 1.327 -0.228 1.797
H 2.244 -0.762 0.590
H 0.792 -0.067 -0.963
H -1.364 -1.688 0.579
H -1.257 -1.186 -1.120
H 0.558 -2.848 0.164
H 0.555 1.758 0.401
H -0.404 0.956 1.593
H -0.582 3.978 -1.397
*
```

Properties
gap between HOMO and LUMO (alpha / beta)	4.262 / 7.353	eV
E_HOMO (alpha / beta)	-0.601 / -3.706	eV
expectation value of S²	0.754
E_LUMO (alpha / beta)	3.66 / 3.65	eV
energy relative to the best compared isomer or geometry (same formula, charge and spin)	0.0	kcal per mole

=====

Record 5
Here is the molecule C3H9NOS2 at a distorted geometry from the OMol25 dataset. Energies are from ωB97M-V/def2-TZVPD.

```
! wB97M-V def2-TZVPD RIJCOSX def2/J DEFGRID3
* xyz 0 1
N -0.729 0.266 1.339
C -0.147 0.059 0.016
C -1.300 0.243 -1.006
O -1.746 1.589 -1.039
C 0.549 -1.280 -0.150
S 2.353 -1.307 -0.454
S 3.179 0.009 0.978
H 0.069 0.343 1.966
H -1.125 1.204 1.349
H 0.430 0.911 -0.368
H -2.168 -0.335 -0.654
H -1.048 -0.092 -2.023
H -1.813 1.861 -1.957
H 0.394 -1.932 0.705
H 0.114 -1.776 -1.018
H 2.987 0.238 2.315
*
```

Properties
gap between HOMO and LUMO	8.269	eV
E_HOMO	-8.669	eV
E_LUMO	-0.40	eV
energy relative to the best compared isomer or geometry (same formula, charge and spin)	45.0	kcal per mole
SMILES string	N[C@H](CO)CSS

=====

Record 6
Here is a cluster of 2 separate species, C3H9NOS2 in total at a distorted geometry from the OMol25 dataset. Energies are from ωB97M-V/def2-TZVPD.

```
! wB97M-V def2-TZVPD RIJCOSX def2/J DEFGRID3
* xyz 0 1
N -1.264 1.149 0.475
C -0.173 2.117 0.093
C 0.688 1.586 -0.992
O 1.434 2.242 -1.737
H -1.753 1.597 1.232
H -1.900 1.053 -0.300
H 0.496 2.266 0.949
H -0.574 3.111 -0.192
H 0.888 0.487 -0.869
C 0.891 -2.134 0.945
S 0.127 -3.486 -0.068
S -0.415 -2.408 -1.792
H 1.893 -1.901 0.576
H 0.972 -2.551 1.969
H 0.240 -1.251 0.985
H -1.550 -1.878 -1.276
*
```

Properties
gap between HOMO and LUMO	9.398	eV
E_HOMO	-9.088	eV
E_LUMO	0.31	eV
energy relative to the best compared isomer or geometry (same formula, charge and spin)	30.2	kcal per mole
SMILES string	NCC=O.CSS

=====

Record 7
Here is a structure of composition C3H9NOSi2 at a distorted geometry from the OMol25 dataset. Energies are from ωB97M-V/def2-TZVPD.

```
! wB97M-V def2-TZVPD RIJCOSX def2/J DEFGRID3
* xyz 0 1
C 1.605 -1.005 0.960
C -0.745 -0.794 0.719
C 0.499 -1.542 0.305
N -0.263 0.233 1.619
O 2.696 -0.909 1.350
Si 0.851 -0.763 -1.425
Si -0.371 1.876 1.394
H -1.332 -0.325 -0.128
H -1.343 -1.500 1.194
H 0.504 -2.608 0.050
H -0.005 -1.758 -2.045
H 2.293 -0.825 -1.631
H 0.189 0.385 -1.946
H 0.636 2.442 0.421
H -0.587 2.728 2.605
H -1.607 2.171 0.682
*
```

Properties
gap between HOMO and LUMO (alpha / beta)	7.825 / 7.823	eV
E_HOMO (alpha / beta)	-8.125 / -8.123	eV
E_LUMO (alpha / beta)	-0.30 / -0.30	eV
energy relative to the best compared isomer or geometry (same formula, charge and spin)	68.7	kcal per mole

=====

Record 8
Here is a cluster of 2 separate species, C3H9NP in total at a distorted geometry from the OMol25 dataset. Energies are from ωB97M-V/def2-TZVPD.

```
! wB97M-V def2-TZVPD RIJCOSX def2/J DEFGRID3
* xyz 1 1
C 0.362 -1.349 -0.469
C -0.940 -0.754 -0.959
C 0.266 1.693 0.557
N 0.303 -0.106 -1.057
P -0.062 1.065 2.015
H 0.623 -1.392 0.691
H 0.905 -2.062 -1.053
H -1.421 -1.197 -1.946
H -1.601 -0.406 -0.149
H 1.216 2.259 0.397
H -0.486 1.946 -0.203
H 0.511 0.118 -1.976
H -0.814 -0.095 1.810
H 1.139 0.280 2.341
*
```

Properties
gap between HOMO and LUMO	8.347	eV
E_HOMO	-14.383	eV
E_LUMO	-6.04	eV
energy relative to the best compared isomer or geometry (same formula, charge and spin)	82.2	kcal per mole